# 1
# C4H7NO

An isolated molecule of C4H7NO at a distorted geometry (wB97M-V/def2-TZVPD, the OMol25 dataset).

Calculated values
frontier orbital gap: 10.667 eV
E_HOMO: -9.8 eV
ΔE to the lowest compared entry with this formula, charge and spin: 64.3 kcal/mol

```
! RIJCOSX wB97M-V def2-TZVPD def2/J DEFGRID3
* xyz 0 1
N 2.5100 0.2554 -0.2754
C 1.2356 0.2168 -0.1655
C 0.2132 1.2991 0.1239
C -0.8708 0.2292 0.3088
O -2.0563 0.3122 -0.5199
C 0.1552 -0.8638 -0.1475
H 2.8769 -0.6075 -0.5610
H 0.3949 2.0190 0.9138
H -0.0244 1.5491 -0.9480
H -1.2188 0.2948 1.4498
H -2.5703 -0.4200 -0.5173
H -0.0610 -1.3631 -1.0936
H 0.1895 -1.6959 0.5084
*
```

These are the Löwdin partial charges, in e, on atoms 1 to 8:
1 N 0.141
2 C -0.357
3 C -0.068
4 C -0.337
5 O -0.015
6 C -0.062
7 H 0.020
8 H 0.118

# 2
# C3H10Cl3FeN2O2

C3H10Cl3FeN2O2 as an isolated structure at a distorted geometry (wB97M-V/def2-TZVPD, the OMol25 dataset).

Calculated values
frontier orbital gap (alpha / beta): 5.806 / 6.773 eV
E_HOMO (alpha / beta): -2.7 / -3.6 eV

```
! RIJCOSX wB97M-V def2-TZVPD def2/J DEFGRID3
* xyz -1 5
C 0.6515 -2.0024 -1.3015
Fe -0.4971 -0.3865 -1.2974
N -1.8290 0.8221 -0.1848
N 0.3527 0.9736 -2.5439
H -1.4883 1.1472 0.7877
H -1.8393 -0.2290 -2.0394
H -0.0459 -2.7524 -0.9288
H 1.6050 -2.0219 -0.7753
H 0.6896 -2.1869 -2.4193
H 0.6388 1.8836 -2.1380
H -0.4900 1.0952 -3.1382
H 1.1117 0.5383 -3.0752
H -2.0427 1.6640 -0.7598
H -2.6854 0.2737 -0.0806
Cl 0.7150 0.8147 4.7750
C 1.1246 -0.0457 3.3064
Cl 2.8689 -0.0266 3.0669
Cl 0.5554 -1.7486 3.4229
C 0.3705 0.6149 2.0738
O -0.8021 1.0427 2.2331
O 1.0363 0.5300 1.0166
*
```

These are the Löwdin partial charges, in e, on atoms 1 to 8:
1 C -0.321
2 Fe 0.363
3 N -0.078
4 N -0.048
5 H 0.013
6 H -0.112
7 H -0.065
8 H -0.048

# 3
# CH12O6

A 6-piece molecular cluster, CH12O6 overall at a distorted geometry (wB97M-V/def2-TZVPD, the OMol25 dataset).

Calculated values
frontier orbital gap: 10.875 eV
E_HOMO: -10.4 eV
ΔE to the lowest compared entry with this formula, charge and spin: 6.6 kcal/mol

```
! RIJCOSX wB97M-V def2-TZVPD def2/J DEFGRID3
* xyz 0 1
C 2.2408 0.1768 -1.8077
O 2.8592 -0.5389 -1.0638
H 2.7029 0.4981 -2.7583
H 1.2348 0.5376 -1.5741
O -0.0808 0.9821 2.9631
H -0.3598 1.4590 2.1539
H -0.6840 1.2279 3.6676
O -0.9383 -2.1727 -0.2908
H -1.5134 -2.7813 0.1920
H -0.2890 -1.9745 0.3936
O -0.9291 0.2047 -1.7731
H -1.3645 0.1174 -2.5997
H -0.9554 -0.6952 -1.3770
O 1.3165 -1.5344 1.1976
H 1.3506 -1.0018 1.9966
H 1.7878 -1.0549 0.4953
O -2.3787 2.2488 0.3763
H -2.3974 1.5455 -0.2982
H -1.6023 2.7558 0.1069
*
```

These are the Löwdin partial charges, in e, on atoms 1 to 8:
1 C -0.096
2 O -0.010
3 H 0.088
4 H 0.056
5 O -0.063
6 H 0.034
7 H 0.035
8 O -0.062

# 4
# C114H132N22O30

A 19-piece molecular cluster, C114H132N22O30 overall at a distorted geometry (wB97M-V/def2-TZVPD, the OMol25 dataset).

Calculated values
frontier orbital gap: 6.383 eV
E_HOMO: -18.8 eV

```
! RIJCOSX wB97M-V def2-TZVPD def2/J DEFGRID3
* xyz 8 1
C 3.6242 -3.0084 -3.2509
N 3.7383 -1.9418 -4.2871
C 3.6381 -2.3301 -5.5973
C 3.9157 -1.4206 -6.5556
C 4.1725 -0.1077 -6.2541
C 4.3207 0.2393 -4.9333
C 4.0955 -0.7130 -3.9296
C 4.5716 0.8864 -7.2173
C 3.6726 1.3003 -8.1627
C 4.1151 2.1011 -9.1875
N 5.4452 2.3571 -9.3462
C 6.3705 1.9139 -8.4304
C 5.9509 1.2656 -7.2954
C 5.8066 3.3668 -10.3941
H 2.6678 -3.5561 -3.4284
H 3.6597 -2.5046 -2.3067
H 4.4764 -3.6936 -3.2767
H 3.5182 -3.3890 -5.7570
H 3.8205 -1.6579 -7.6112
H 4.6096 1.2494 -4.6473
H 4.3121 -0.5519 -2.8890
H 2.6254 1.0760 -8.0703
H 3.4359 2.4021 -10.0046
H 7.4241 2.0618 -8.6870
H 6.6928 0.8362 -6.6251
H 6.8550 3.2242 -10.6794
H 5.6629 4.3820 -9.9795
H 5.2029 3.1511 -11.2501
C 7.7700 -5.2283 2.8846
N 7.1959 -3.9525 3.3710
C 7.7609 -2.7589 3.1171
C 7.2773 -1.5337 3.5918
C 6.2436 -1.6318 4.5212
C 5.7019 -2.8676 4.8246
C 6.1879 -3.9891 4.2642
C 5.6415 -0.4353 5.1609
C 4.5410 -0.4971 6.0677
C 4.0787 0.6682 6.5920
N 4.5357 1.8843 6.1755
C 5.5546 1.9781 5.3198
C 6.0941 0.8497 4.8128
C 3.7594 3.0910 6.5993
H 7.5373 -5.2143 1.8179
H 7.1645 -6.0557 3.2763
H 8.7760 -5.4664 3.1429
H 8.6141 -2.7174 2.4176
H 7.9253 -0.7017 3.3757
H 4.8798 -3.0781 5.4729
H 5.7825 -4.9773 4.4567
H 4.1972 -1.4325 6.5175
H 3.3718 0.6095 7.4470
H 5.9035 2.9545 5.0397
H 6.8779 1.0501 4.1025
H 4.5253 3.8574 6.5581
H 3.4132 2.9266 7.6034
H 2.9685 3.2482 5.8634
C -7.8392 -5.7822 7.3927
N -6.5964 -5.3663 6.7250
C -5.4712 -5.9474 7.0988
C -4.2617 -5.5329 6.5342
C -4.2507 -4.5574 5.5578
C -5.4817 -4.0766 5.0829
C -6.6512 -4.4636 5.6890
C -3.0014 -3.9081 5.0717
C -1.7565 -4.5395 5.1684
C -0.6113 -3.8641 4.8799
N -0.6764 -2.5985 4.4845
C -1.8846 -1.9759 4.3241
C -3.0755 -2.5828 4.6538
C 0.5346 -1.8079 4.1876
H -7.6741 -6.7655 7.7932
H -8.7280 -5.8631 6.7289
H -8.0519 -5.0839 8.2109
H -5.4718 -6.6455 7.9363
H -3.3187 -5.9254 6.8883
H -5.4874 -3.3460 4.2931
H -7.6480 -4.1154 5.3810
H -1.7740 -5.5757 5.4531
H 0.3839 -4.2769 4.7825
H -1.8451 -1.0010 3.9476
H -3.9745 -2.0096 4.5089
H 0.3066 -1.1637 3.3229
H 1.3935 -2.4719 4.0055
H 0.7771 -1.1805 5.0587
C -9.0080 -0.4841 2.0564
N -8.4555 -1.2999 0.9948
C -7.6945 -0.6625 0.0849
C -7.2175 -1.3580 -1.0456
C -7.5332 -2.7258 -1.1840
C -8.2506 -3.3394 -0.1634
C -8.7033 -2.5955 0.9254
C -7.0252 -3.4947 -2.3257
C -7.3295 -3.1574 -3.6340
C -6.7938 -3.9557 -4.6207
N -6.0876 -5.0375 -4.3442
C -5.8216 -5.3775 -3.0574
C -6.2552 -4.6072 -2.0450
C -5.4796 -5.7746 -5.4853
H -8.3823 0.4070 2.0779
H -8.9825 -1.0747 2.9861
H -10.0495 -0.1938 1.7942
H -7.4314 0.3779 0.3011
H -6.6009 -0.8479 -1.7366
H -8.4119 -4.4287 -0.1885
H -9.1734 -3.0468 1.7948
H -7.9964 -2.3515 -3.9779
H -6.9801 -3.6861 -5.6369
H -5.1761 -6.2373 -2.7908
H -6.0195 -4.9395 -1.0246
H -6.2248 -5.8317 -6.2804
H -5.2070 -6.7994 -5.1948
H -4.6605 -5.1609 -5.8046
C -7.6627 4.4970 -0.2700
N -6.6042 4.1807 -1.2874
C -5.3498 4.4860 -1.0613
C -4.3125 3.9335 -1.8491
C -4.6039 3.0289 -2.8125
C -5.9585 2.7205 -3.0060
C -6.9623 3.3207 -2.2595
C -3.5301 2.3426 -3.5760
C -2.3455 1.9647 -3.0460
C -1.4201 1.3277 -3.8271
N -1.6965 0.9678 -5.0638
C -2.8433 1.3116 -5.6405
C -3.7754 1.9666 -4.9119
C -0.8413 -0.0172 -5.7640
H -8.3099 5.2679 -0.6854
H -7.1476 4.9946 0.5743
H -8.1271 3.5592 0.0815
H -5.1201 5.1436 -0.2257
H -3.2915 4.1643 -1.5985
H -6.2616 1.9400 -3.6853
H -7.9978 3.0297 -2.3548
H -2.1599 2.1528 -1.9840
H -0.4694 1.0418 -3.3984
H -2.9018 1.0176 -6.6845
H -4.6662 2.2854 -5.3771
H -0.8515 0.0869 -6.8363
H -1.2710 -1.0132 -5.5521
H 0.1599 0.1154 -5.3577
C 5.2734 0.4792 0.7836
N 3.8470 0.0823 0.5467
C 3.4099 -1.1084 1.0141
C 2.0794 -1.4343 0.7815
C 1.2604 -0.5310 0.1120
C 1.7348 0.7427 -0.2096
C 3.0823 0.9416 -0.1124
C -0.1455 -0.8376 0.0892
C -1.0480 0.0883 -0.5495
C -2.4144 -0.1006 -0.5316
N -2.9089 -1.1143 0.1637
C -2.1301 -2.0354 0.7455
C -0.7222 -1.9683 0.6513
C -4.3699 -1.1955 0.2260
H 5.8997 -0.3794 0.8658
H 5.3016 1.1009 1.6712
H 5.5793 1.0530 -0.1061
H 4.1070 -1.7854 1.4684
H 1.7316 -2.4143 1.1056
H 1.0668 1.5871 -0.5045
H 3.5200 1.8801 -0.4068
H -0.5891 0.9042 -1.1194
H -3.1351 0.4759 -1.1326
H -2.5343 -2.9007 1.2553
H -0.2491 -2.8253 1.0599
H -4.7558 -1.5651 -0.7309
H -4.7726 -0.2121 0.4645
H -4.6302 -1.9421 0.9387
C 11.0858 11.3662 -3.7592
N 10.3971 10.2116 -3.1888
C 9.9922 9.1922 -3.9940
C 9.3221 8.1331 -3.4780
C 9.0653 8.0702 -2.0741
C 9.5845 9.0722 -1.2624
C 10.2036 10.1440 -1.8851
C 8.0687 7.1100 -1.6501
C 6.7932 7.0428 -2.1883
C 5.8898 6.1233 -1.7543
N 6.2513 5.2072 -0.7941
C 7.4947 5.2459 -0.2384
C 8.4377 6.1382 -0.7210
C 5.3038 4.1731 -0.3167
H 12.0628 11.4055 -3.3330
H 10.5034 12.3216 -3.6543
H 11.1549 11.1808 -4.8192
H 10.2642 9.3639 -5.0569
H 8.9210 7.4373 -4.1591
H 9.4487 9.1407 -0.1883
H 10.5603 11.0277 -1.3061
H 6.5480 7.7306 -2.9761
H 4.8849 6.1176 -2.1510
H 7.8262 4.4843 0.4995
H 9.4323 6.0859 -0.3645
H 4.3258 4.5730 -0.0582
H 5.8179 3.6860 0.5380
H 5.1713 3.3786 -1.1066
C 0.7051 14.2639 0.8510
N 0.4584 12.8114 1.0197
C 0.2230 12.1854 -0.1397
C 0.1645 10.7869 -0.1107
C 0.1584 10.0327 1.0881
C 0.5490 10.7570 2.2504
C 0.6572 12.1271 2.2008
C -0.2292 8.6361 0.9536
C 0.5605 7.8253 0.1804
C 0.2598 6.4792 0.1241
N -0.8422 5.9066 0.6913
C -1.6814 6.7029 1.4041
C -1.3929 8.0643 1.5736
C -1.1407 4.4804 0.5286
H -0.0367 14.7542 0.2155
H 1.7182 14.3565 0.4798
H 0.6538 14.7663 1.8208
H 0.1283 12.7987 -1.0345
H 0.1071 10.3569 -1.1011
H 0.6984 10.2303 3.1765
H 0.8806 12.7419 3.0731
H 1.4545 8.1949 -0.3314
H 0.8873 5.8170 -0.4647
H -2.6677 6.3079 1.6440
H -2.0433 8.7266 2.1025
H -2.1564 4.2601 0.9087
H -0.3445 3.9605 1.1068
H -1.1533 4.3400 -0.5355
C -6.1770 -13.6396 2.5788
N -5.3355 -12.4750 2.1879
C -5.9572 -11.3954 1.6002
C -5.1685 -10.3595 1.0500
C -3.7469 -10.4630 1.0525
C -3.1847 -11.5955 1.6619
C -3.9707 -12.5437 2.2550
C -2.9884 -9.3757 0.4423
C -2.3833 -9.3903 -0.8170
C -2.0246 -8.1860 -1.3957
N -2.2180 -6.9870 -0.7658
C -2.7685 -6.9629 0.4587
C -3.1711 -8.1505 1.0429
C -1.9794 -5.7367 -1.4964
H -5.9243 -13.8754 3.5938
H -6.0258 -14.4516 1.8877
H -7.2171 -13.3818 2.5461
H -7.0056 -11.5129 1.3671
H -5.7266 -9.5454 0.5806
H -2.1136 -11.5887 1.7935
H -3.5587 -13.3739 2.8117
H -2.1976 -10.3603 -1.2397
H -1.5166 -8.1097 -2.3496
H -2.9040 -5.9967 0.9210
H -3.6068 -8.1075 2.0037
H -2.7129 -5.5933 -2.2887
H -0.9808 -5.8192 -1.8664
H -2.1512 -4.9098 -0.8424
O 6.3253 -3.3308 -1.7267
C 5.9281 -2.2350 -0.9521
O 5.1835 -1.4280 -1.5403
O 6.2925 -2.3007 0.2437
H 6.7947 -3.9182 -1.0805
O -6.5427 -4.4260 1.8664
C -5.3151 -5.0607 1.5134
O -5.5294 -6.1120 0.8072
O -4.3338 -4.3940 1.8584
H -6.2177 -3.5958 2.2173
O -7.3421 -1.3503 4.4974
C -6.3877 -1.0239 3.4755
O -6.1784 0.1995 3.4088
O -5.9424 -2.0565 2.9581
H -7.6479 -0.7185 5.1401
O -2.1019 -1.8650 -3.6193
C -3.5341 -1.7037 -3.4310
O -3.9181 -0.5227 -3.2777
O -4.1237 -2.8400 -3.3775
H -2.0723 -2.8542 -3.6345
O -4.7253 1.7439 2.2206
C -5.0393 2.3428 1.0698
O -6.1974 2.0390 0.6199
O -4.1976 3.2093 0.6048
H -5.4824 1.2891 2.6093
O 2.0421 3.8447 3.4464
C 2.2837 4.5676 2.2459
O 3.2664 4.1096 1.6854
O 1.4242 5.5079 2.0116
H 1.4069 4.3718 3.9666
N 2.8820 -4.1276 3.2645
O 1.7889 -4.7143 3.4703
O 3.8227 -4.8269 2.9233
O 3.1241 -2.8664 3.4504
N -0.1945 -5.1489 1.1305
O 0.5878 -4.4883 0.4199
O -1.1799 -4.6134 1.6997
O -0.0132 -6.3489 1.2570
N 7.7986 2.3629 2.0196
O 7.5071 3.5197 2.4255
O 8.0250 1.4740 2.8774
O 7.8671 2.1882 0.8197
N 2.1240 2.5005 -2.9264
O 3.2007 3.1102 -3.0383
O 1.2248 2.9610 -2.2270
O 1.8859 1.3703 -3.4605
*
```

These are the Löwdin partial charges, in e, on atoms 1 to 8:
1 C 0.037
2 N -0.034
3 C 0.024
4 C 0.030
5 C -0.185
6 C 0.055
7 C 0.035
8 C -0.139